{
  "formula": "C2H5NS2",
  "method": "ωB97M-V/def2-TZVPD",
  "elements": ["C", "S", "N", "C", "S", "H", "H", "H", "H", "H"],
  "positions_angstrom": [[-0.497042, -1.344847, 0.883295], [-1.143133, 0.344347, 0.938038], [0.085711, 1.016949, 0.077540], [0.450446, 1.145618, -1.304043], [0.148380, -0.008880, -2.417312], [0.503427, -1.271516, 1.586351], [-0.082413, -1.575928, -0.110168], [-1.076462, -2.217737, 1.360637], [0.311967, 2.006017, 0.394147], [1.299119, 1.905978, -1.408485]],
  "forces_ev_per_a": [[3.162, -1.062, 2.683], [-1.680, -1.549, -0.211], [2.615, 5.108, -2.090], [0.663, -2.061, 1.329], [-0.127, 0.809, 0.032], [-2.302, -0.367, -1.640], [-0.748, -0.019, 0.293], [0.327, 1.799, -1.011], [-0.348, -1.962, 0.574], [-1.563, -0.695, 0.040]],
  "lowdin_charge": [-0.430, 0.790, -0.519, -0.751, 0.608, 0.079, -0.020, 0.064, 0.095, 0.084],
  "de_lowest_ev": 2.062,
  "molar_mass_g_mol": 107.2,
  "total_energy_ev": -25313.7636,
  "smiles": "CSNC=S",
  "e_lumo_ev": 0.0642,
  "largest_force_ev_per_a": 6.11,
  "homo_lumo_gap_ha": 0.31709,
  "homo_ev": -8.5643
}